# 1
The following is a DFT calculation (ωB97M-V with the def2-TZVPD basis set) of C59H35CdCl4N8OS as an isolated structure in a non-equilibrium geometry.

```
! RIJCOSX wB97M-V def2-TZVPD def2/J DEFGRID3
* xyz -2 2
Cd 5.839 -20.574 -21.285
Cl 8.916 -29.085 -21.578
C 8.674 -27.358 -21.686
C 8.435 -26.790 -22.928
C 8.304 -25.419 -23.024
C 8.374 -24.535 -21.859
C 8.448 -25.253 -20.645
C 8.612 -26.587 -20.540
C 8.126 -23.182 -21.841
C 7.610 -22.493 -23.114
C 7.920 -22.795 -24.479
C 7.085 -22.046 -25.252
C 6.317 -21.258 -24.439
C 5.469 -20.220 -24.831
C 4.997 -20.348 -26.274
C 4.766 -21.607 -26.821
C 4.527 -21.745 -28.170
C 4.426 -20.632 -28.981
Cl 3.803 -20.901 -30.639
C 4.618 -19.389 -28.472
C 4.964 -19.234 -27.105
C 5.015 -19.109 -24.106
N 5.532 -18.802 -22.886
C 4.630 -17.759 -22.384
C 4.735 -17.353 -21.091
C 3.539 -16.456 -20.645
C 2.557 -17.003 -19.744
C 1.453 -16.298 -19.400
C 1.300 -15.020 -19.922
Cl -0.106 -14.131 -19.403
C 2.195 -14.453 -20.791
C 3.380 -15.138 -21.112
C 5.715 -17.605 -20.086
C 5.742 -16.962 -18.800
C 6.677 -17.581 -18.039
C 7.283 -18.574 -18.911
N 6.641 -18.589 -20.102
C 8.301 -19.516 -18.543
C 8.571 -20.754 -19.261
C 9.655 -21.610 -18.957
C 9.581 -22.621 -19.821
C 8.424 -22.457 -20.663
N 7.858 -21.227 -20.319
C 9.014 -19.197 -17.256
C 9.141 -20.152 -16.188
C 9.763 -19.838 -15.009
C 10.156 -18.569 -14.752
Cl 10.932 -18.180 -13.229
C 10.180 -17.642 -15.812
C 9.566 -17.891 -17.006
C 3.739 -17.383 -23.406
C 3.935 -18.245 -24.487
N 6.659 -21.538 -23.088
H 8.266 -27.390 -23.831
H 8.115 -25.029 -23.996
H 8.292 -24.659 -19.716
H 8.613 -27.110 -19.613
H 8.829 -23.338 -24.778
H 7.269 -21.901 -26.326
H 4.781 -22.413 -26.118
H 4.246 -22.749 -28.493
H 4.571 -18.541 -29.176
H 5.176 -18.197 -26.736
H 2.715 -18.043 -19.463
H 0.695 -16.797 -18.813
H 2.036 -13.444 -21.225
H 3.999 -14.691 -21.838
H 5.117 -16.135 -18.429
H 6.871 -17.301 -17.013
H 10.514 -21.438 -18.302
H 10.355 -23.400 -19.999
H 8.824 -21.187 -16.406
H 9.865 -20.633 -14.259
H 10.589 -16.684 -15.619
H 9.565 -17.110 -17.767
H 3.018 -16.579 -23.294
H 3.339 -18.154 -25.394
O 5.029 -22.784 -20.510
N 4.636 -23.431 -21.620
C 5.109 -24.705 -21.818
C 4.843 -25.424 -22.955
C 3.937 -24.829 -23.823
C 3.445 -23.574 -23.606
C 3.773 -22.824 -22.493
S 3.146 -21.248 -22.076
H 5.734 -25.021 -21.019
H 5.332 -26.372 -23.104
H 3.536 -25.463 -24.606
H 2.713 -23.115 -24.265
N 6.212 -20.643 -10.004
C 5.770 -20.644 -11.067
C 5.362 -20.689 -12.424
C 6.132 -19.932 -13.318
C 5.784 -19.911 -14.658
C 4.735 -20.722 -15.138
C 4.069 -21.505 -14.268
C 4.347 -21.497 -12.918
N 4.437 -20.774 -16.538
C 3.170 -20.928 -17.076
C 3.344 -20.847 -18.417
N 4.659 -20.528 -18.750
C 5.300 -20.553 -17.582
H 6.898 -19.292 -12.864
H 6.298 -19.283 -15.393
H 3.254 -22.134 -14.612
H 3.695 -21.987 -12.162
H 2.322 -21.122 -16.456
H 2.611 -20.927 -19.232
H 6.364 -20.490 -17.386
*
```

Calculated values
- relative energy (zero: lowest compared OMol25 entry of this formula, charge and spin) (kJ/mol) = 155.2
- HOMO-LUMO gap (alpha / beta) (Eh) = 0.1468 / 0.1740
- electronic energy (eV) = -141208.66141
- <S²> = 1.191
- max |F| (hartree/bohr) = 0.0901
- HOMO level (alpha / beta) (eV) = -0.63 / -1.37

***

# 2
The following is a DFT calculation (ωB97M-V with the def2-TZVPD basis set) of a 40-piece molecular cluster, H80O40 overall in a non-equilibrium geometry.

```
! RIJCOSX wB97M-V def2-TZVPD def2/J DEFGRID3
* xyz 0 1
H 2.036 6.074 -2.094
H 1.548 6.480 -0.674
O 1.250 6.106 -1.539
H 2.334 -3.166 1.275
H 2.100 -1.836 0.473
O 1.779 -2.376 1.266
H -2.360 2.664 0.386
H -2.332 2.411 -1.232
O -2.579 2.989 -0.496
H 4.748 -4.377 0.046
H 3.914 -2.938 0.807
O 4.676 -3.565 0.620
H 0.313 -3.070 -4.368
H -1.001 -2.802 -5.063
O -0.045 -2.970 -5.308
H -1.992 2.619 -3.112
O -1.990 1.707 -2.814
H -2.015 -5.436 -1.518
O -2.656 -6.044 -1.162
H -0.410 4.527 -3.199
H -0.781 4.818 -4.733
O -0.497 4.162 -4.101
H 1.361 0.375 -3.901
H 1.570 -1.253 -3.891
O 1.039 -0.508 -3.626
H -0.340 1.810 -0.961
H 0.176 0.447 -0.391
O -0.593 1.012 -0.375
H 0.746 3.921 -1.446
H -0.790 4.210 -0.944
O -0.221 3.679 -1.517
H 2.044 2.344 -1.994
O 1.724 1.559 -1.546
H -5.107 -2.303 1.254
H -5.382 -2.399 -0.331
O -5.056 -2.846 0.463
H -3.568 5.061 -1.627
H -2.936 5.517 -0.334
O -3.324 5.853 -1.160
H -2.267 2.712 2.818
H -3.544 2.150 2.410
O -2.979 2.878 2.178
H 2.812 2.992 0.113
H 2.513 4.427 0.244
O 2.525 3.767 -0.436
H -4.999 2.141 -3.594
H -3.822 1.351 -2.936
O -4.382 1.443 -3.706
H 4.384 0.947 0.421
H 3.058 0.911 1.235
O 3.522 1.332 0.485
H 1.082 2.263 -4.644
O 1.843 1.688 -4.689
H 2.017 -1.173 4.546
H 1.016 -0.458 3.712
O 1.660 -0.311 4.406
H 0.384 -5.311 4.557
O 1.239 -4.913 4.780
H -1.177 -2.137 -1.308
H -0.538 -0.943 -2.100
O -0.333 -1.809 -1.725
H 1.683 -1.740 -1.931
H 2.717 -0.600 -2.181
O 2.440 -1.285 -1.515
H -3.908 -1.274 -2.971
H -3.041 -0.641 -1.827
O -3.939 -0.895 -2.052
H -0.524 -4.849 2.070
H 0.460 -5.830 2.513
O 0.402 -4.892 2.366
H -2.825 -1.341 3.411
H -2.777 -1.923 2.021
O -2.932 -2.162 2.941
H 5.684 0.066 -3.144
H 4.568 -0.919 -3.700
O 4.887 -0.454 -2.933
H 5.687 -0.927 -0.854
H 5.532 -2.056 0.259
O 5.523 -1.124 0.079
H 0.824 -1.940 6.429
H -0.166 -2.710 5.699
O -0.105 -1.827 6.256
H 0.507 1.703 1.368
H 1.654 2.292 2.293
O 0.746 2.309 2.051
H -3.002 -4.155 2.845
H -2.618 -3.928 4.309
O -2.636 -4.621 3.622
H -3.103 0.262 2.365
O -3.335 0.468 1.463
H -0.082 -0.126 -7.007
H 0.511 -0.350 -5.713
O 0.216 0.393 -6.266
H 2.026 1.672 -5.630
H -1.084 1.384 -2.897
H 1.096 -4.330 3.975
H -3.507 -5.600 -1.088
H 2.282 0.895 -1.053
H -4.236 0.373 1.107
O -1.561 0.003 4.260
H -2.020 -0.047 5.113
H -1.080 0.810 4.472
O 2.732 -2.384 -4.265
H 3.214 -1.558 -4.163
H 3.310 -3.194 -4.251
O -1.180 2.998 5.486
H -0.379 2.910 6.025
H -1.200 3.995 5.370
O -1.992 5.078 3.599
H -2.229 5.647 2.895
H -2.222 4.156 3.591
O -0.854 -4.445 -0.269
H -0.260 -4.273 -1.004
H -1.036 -5.383 -0.327
O -0.678 -0.885 1.878
H -1.171 -1.386 1.228
H -0.410 -0.038 1.578
O 4.032 0.946 5.071
H 3.345 1.038 4.418
H 4.621 0.290 4.715
*
```

Calculated values
- relative energy (zero: lowest compared OMol25 entry of this formula, charge and spin) (kJ/mol) = 935.8
- HOMO-LUMO gap (Eh) = 0.3546
- electronic energy (eV) = -83196.11646
- max |F| (hartree/bohr) = 0.0752
- HOMO level (eV) = -10.34

***

# 3
The following is a DFT calculation (ωB97M-V with the def2-TZVPD basis set) of an isolated ion of composition C7H12N3 and charge +1 in a non-equilibrium geometry.

```
! RIJCOSX wB97M-V def2-TZVPD def2/J DEFGRID3
* xyz 1 1
H 0.513 2.436 -0.491
N -0.067 1.595 -0.610
C 0.458 0.536 -0.145
N 1.687 0.385 0.326
C 2.657 1.427 0.222
C -0.392 -0.790 -0.004
C 0.214 -1.959 -0.725
C -1.113 -1.107 1.205
C -1.934 -0.690 -0.115
N -2.364 0.556 -0.269
C -2.971 1.499 -0.506
H 1.914 -0.594 0.721
H 2.961 1.778 -0.815
H 2.273 2.248 0.817
H 3.661 1.114 0.656
H 1.058 -2.271 -0.260
H 0.393 -1.812 -1.895
H -0.520 -2.756 -0.538
H -1.226 -0.393 2.038
H -1.430 -2.210 1.446
H -2.409 -1.504 -0.619
H -3.362 2.510 -0.440
*
```

Calculated values
- relative energy (zero: lowest compared OMol25 entry of this formula, charge and spin) (kJ/mol) = 474.2
- HOMO-LUMO gap (Eh) = 0.3097
- electronic energy (eV) = -11913.62691
- SMILES string = [H]/N=C(\NC)[C@@]1(C)C[C@H]1[N+]#C
- max |F| (hartree/bohr) = 0.0864
- HOMO level (eV) = -12.63